# 1
{
  "formula": "C25H53O20PSi",
  "method": "the ωB97M-V functional and the def2-TZVPD basis",
  "smiles": "CC(=O)OCCC[SiH2]P(=O)(O)O.CCOC(=O)OC.CCOC(=O)OC.CCOC(=O)OC.CCOC(=O)OC.CCOC(=O)OC",
  "e_tot_ev": -84903.994,
  "gap_ev": 10.7,
  "species": ["C", "C", "O", "O", "C", "C", "C", "Si", "P", "O", "O", "O", "H", "H", "H", "H", "H", "H", "H", "H", "H", "H", "H", "H", "H", "C", "C", "O", "C", "O", "O", "C", "H", "H", "H", "H", "H", "H", "H", "H", "C", "C", "O", "C", "O", "O", "C", "H", "H", "H", "H", "H", "H", "H", "H", "C", "C", "O", "C", "O", "O", "C", "H", "H", "H", "H", "H", "H", "H", "H", "C", "C", "O", "C", "O", "O", "C", "H", "H", "H", "H", "H", "H", "H", "H", "C", "C", "O", "C", "O", "O", "C", "H", "H", "H", "H", "H", "H", "H", "H"],
  "xyz": [[6.51690, -1.66521, -3.00890], [6.17680, -0.19328, -3.01815], [6.89063, 0.53787, -3.53969], [5.08319, 0.27063, -2.38577], [3.86298, -0.40450, -2.71959], [2.70600, 0.17035, -1.93351], [2.00635, 1.35380, -2.62765], [0.59295, 0.90415, -3.78599], [-0.98935, -0.36474, -2.84532], [-2.04427, 0.43241, -2.23003], [-1.62702, -1.26077, -4.02974], [-0.43180, -1.43852, -1.77798], [6.87877, -1.97070, -2.03599], [7.22783, -1.88616, -3.78295], [5.63813, -2.27125, -3.21373], [3.69249, -0.38312, -3.79690], [3.96279, -1.44330, -2.42170], [2.04938, -0.64913, -1.66006], [3.12660, 0.54421, -1.00422], [2.75634, 1.84338, -3.24775], [1.68100, 2.10435, -1.91621], [-0.08541, 2.16230, -4.16017], [1.03448, 0.31254, -5.06810], [-1.63567, -2.18704, -3.74852], [-0.62815, -1.15265, -0.87503], [4.23956, -3.46260, -9.13157], [5.59462, -3.20100, -9.75465], [6.05901, -1.87886, -9.45235], [6.62247, -1.72772, -8.25248], [6.77808, -2.59300, -7.42746], [6.97656, -0.45057, -8.11910], [7.55871, -0.13358, -6.85105], [3.52975, -2.68732, -9.42334], [3.85377, -4.43214, -9.44693], [4.30265, -3.45363, -8.04335], [5.52122, -3.25196, -10.83978], [6.32825, -3.94330, -9.44152], [8.39192, -0.79592, -6.62557], [6.80665, -0.19026, -6.06731], [7.92650, 0.88650, -6.90975], [-3.92149, -4.26953, 4.30100], [-2.43896, -3.97527, 4.38718], [-1.98368, -3.25453, 3.23201], [-2.20794, -1.94172, 3.24603], [-2.73958, -1.31667, 4.12787], [-1.74962, -1.43089, 2.10082], [-1.96735, -0.02492, 1.95586], [-4.15547, -4.77840, 3.36506], [-4.23535, -4.89872, 5.13384], [-4.50459, -3.34889, 4.32526], [-1.87412, -4.90575, 4.40084], [-2.19181, -3.43052, 5.29768], [-1.57846, 0.52882, 2.80849], [-3.02856, 0.17786, 1.82070], [-1.43675, 0.29540, 1.06167], [1.28454, 6.23993, 4.09855], [1.39430, 4.73007, 4.07840], [0.10425, 4.11684, 3.94417], [-0.37957, 4.06174, 2.70347], [0.16702, 4.46092, 1.70746], [-1.58308, 3.48502, 2.75521], [-2.24926, 3.39853, 1.49334], [0.58105, 6.56071, 4.86797], [2.25645, 6.69147, 4.29744], [0.91755, 6.61739, 3.14420], [1.79828, 4.37319, 5.02435], [2.06226, 4.38853, 3.28816], [-1.61717, 2.92042, 0.74739], [-2.55062, 4.38878, 1.15598], [-3.13926, 2.79168, 1.63783], [-5.16225, 0.22512, -3.64037], [-6.63203, 0.47934, -3.90012], [-7.36936, 0.57277, -2.67115], [-7.31400, 1.75207, -2.05485], [-6.72532, 2.73030, -2.43618], [-8.02762, 1.66243, -0.92713], [-8.02085, 2.84914, -0.13413], [-5.03207, -0.64837, -3.00047], [-4.62924, 0.05943, -4.57671], [-4.70061, 1.06777, -3.12790], [-7.06560, -0.35823, -4.44494], [-6.78338, 1.37436, -4.50315], [-8.32159, 3.71487, -0.72053], [-7.03278, 3.00900, 0.29604], [-8.73761, 2.69900, 0.66882], [-2.42869, 0.11023, 7.70295], [-1.70000, -1.18654, 7.42695], [-0.39705, -1.18843, 8.03334], [-0.36666, -1.48961, 9.33048], [-1.31366, -1.76738, 10.02045], [0.90405, -1.42653, 9.74024], [1.08454, -1.68410, 11.13318], [-1.81818, 0.96196, 7.39997], [-3.37268, 0.14000, 7.15941], [-2.63762, 0.22197, 8.76729], [-1.53798, -1.29523, 6.35681], [-2.27831, -2.04877, 7.76014], [0.62690, -2.62857, 11.42002], [0.66973, -0.86832, 11.72375], [2.15528, -1.74144, 11.30950]],
  "forces_ev_per_a": [[-1.3, -0.4, 0.2], [-1.6, -3.3, 1.4], [3.3, 3.9, -2.3], [-1.1, 0.1, 0.1], [-0.1, -0.7, 0.6], [0.3, 0.7, 0.1], [0.0, -0.7, -0.2], [0.6, 0.8, -0.4], [-1.2, -0.3, -0.1], [-0.3, 1.1, 0.7], [0.9, -0.5, 0.5], [0.5, -0.3, -0.5], [0.2, 0.0, 0.2], [0.4, 0.1, -0.2], [-0.1, -0.2, 0.0], [0.0, 0.2, -0.1], [0.0, -0.3, -0.1], [-0.3, 0.0, -0.1], [0.1, -0.1, 0.2], [0.0, 0.2, -0.1], [-0.2, 0.1, 0.2], [-0.2, -0.1, 0.1], [0.1, -0.3, 0.2], [-0.2, -0.1, -0.3], [-0.1, -0.1, -0.1], [0.0, 0.2, 0.2], [-0.3, -0.4, -0.1], [0.2, 0.0, 0.0], [-0.1, 0.0, 0.0], [0.0, 0.0, 0.0], [0.1, -0.1, -0.1], [0.1, 0.2, 0.2], [0.0, -0.1, -0.1], [0.0, 0.0, 0.0], [0.1, -0.1, 0.0], [0.1, 0.2, 0.0], [0.0, 0.1, 0.1], [-0.1, -0.1, 0.0], [0.1, -0.1, 0.0], [-0.1, 0.0, -0.2], [-0.1, 0.2, -0.2], [-0.2, -0.3, 0.3], [0.2, 0.1, 0.0], [-0.1, -0.1, -0.1], [0.1, 0.0, 0.0], [0.1, 0.0, 0.0], [0.0, 0.3, -0.1], [0.1, -0.1, 0.0], [0.0, 0.0, 0.0], [0.0, 0.0, 0.1], [0.1, 0.1, -0.2], [0.0, 0.2, -0.1], [-0.1, -0.1, 0.1], [0.0, 0.0, 0.1], [0.0, -0.2, 0.0], [-0.2, 0.1, -0.1], [0.4, 0.3, 0.1], [0.0, -0.2, 0.0], [0.0, 0.1, 0.1], [0.0, -0.1, 0.0], [0.0, -0.1, 0.0], [-0.2, -0.1, -0.2], [0.1, 0.0, 0.1], [0.0, 0.0, 0.0], [0.1, 0.0, 0.0], [-0.2, -0.1, 0.0], [-0.2, 0.0, -0.1], [0.1, 0.1, 0.0], [0.1, 0.0, -0.1], [0.0, 0.0, 0.2], [0.0, 0.1, 0.3], [0.4, -0.2, -0.4], [-0.2, 0.1, 0.0], [0.1, -0.1, 0.0], [-0.1, 0.0, 0.0], [0.0, 0.0, -0.1], [-0.1, 0.1, 0.2], [0.0, -0.1, -0.1], [0.0, 0.0, 0.0], [0.0, 0.0, -0.1], [-0.2, 0.0, 0.2], [0.0, 0.1, 0.2], [0.1, 0.0, -0.1], [0.0, 0.1, -0.1], [0.0, -0.2, -0.1], [0.1, 0.1, 0.3], [-0.4, 0.1, -0.3], [0.1, -0.2, 0.0], [0.0, 0.1, -0.1], [0.1, 0.0, 0.0], [0.0, 0.0, 0.0], [0.1, 0.0, 0.2], [0.0, 0.0, -0.1], [0.0, 0.0, -0.1], [-0.1, -0.1, 0.0], [0.2, 0.0, 0.0], [0.1, 0.0, 0.2], [-0.1, 0.1, 0.0], [-0.1, -0.1, 0.0], [0.0, 0.1, -0.2]]
}



# 2
{
  "formula": "C25H54B2Cl12NO5S",
  "method": "the ωB97M-V functional and the def2-TZVPD basis",
  "total_charge": -1,
  "e_tot_ev": -200991.816,
  "gap_ev": 6.1,
  "species": ["C", "O", "C", "C", "C", "C", "C", "B", "N", "O", "C", "C", "C", "C", "C", "C", "S", "C", "B", "O", "O", "O", "H", "H", "H", "H", "H", "H", "H", "H", "H", "H", "H", "H", "H", "H", "H", "H", "H", "H", "H", "H", "H", "H", "H", "H", "H", "H", "H", "H", "H", "H", "Cl", "C", "C", "Cl", "H", "H", "H", "H", "Cl", "C", "C", "Cl", "H", "H", "H", "H", "Cl", "C", "C", "Cl", "H", "H", "H", "H", "Cl", "C", "C", "Cl", "H", "H", "H", "H", "Cl", "C", "C", "Cl", "H", "H", "H", "H", "Cl", "C", "C", "Cl", "H", "H", "H", "H"],
  "xyz": [[-3.97487, -0.92885, -1.20414], [-3.26947, -0.76331, 0.01167], [-3.56060, -1.78721, 0.95081], [-3.24017, -3.23529, 0.47241], [-1.71700, -3.61038, 0.53391], [-0.90291, -2.68733, -0.43021], [0.59076, -3.10056, -0.63695], [1.39698, -1.78363, -1.24310], [2.49429, -2.17537, -2.26109], [0.45223, -0.93166, -2.05773], [0.36488, 0.41235, -1.68982], [0.44339, 1.48523, -2.81145], [-0.16628, 1.03746, -4.17470], [-1.67934, 0.66068, -4.07423], [0.68088, -0.06279, -4.90244], [1.37956, 0.49672, -0.44434], [0.19919, 0.87956, 1.00632], [2.38382, 1.69095, -0.34546], [3.69557, 1.58890, -1.27698], [4.02985, 2.76447, -2.04526], [4.50617, 0.46093, -1.40969], [1.86258, -0.78156, -0.22363], [-4.43062, 0.02554, -1.53944], [-3.22843, -1.19653, -1.98412], [-4.76416, -1.70580, -1.15777], [-4.61038, -1.69037, 1.34226], [-2.90827, -1.58988, 1.82996], [-3.74941, -3.91658, 1.19051], [-3.63829, -3.49312, -0.52585], [-1.35295, -3.55247, 1.57637], [-1.62528, -4.64610, 0.13925], [-1.45243, -2.57669, -1.38650], [-0.91041, -1.67270, 0.02268], [0.60066, -3.85535, -1.45909], [1.06300, -3.48981, 0.28856], [2.55713, -1.36782, -2.87704], [2.07140, -2.88835, -2.85546], [-0.65500, 0.50225, -1.25197], [-0.15712, 2.35662, -2.46419], [1.46366, 1.87762, -3.01778], [-0.11452, 1.93156, -4.83715], [-2.13265, 0.91084, -5.05844], [-1.81085, -0.40096, -3.81083], [-2.16343, 1.34751, -3.35046], [1.74779, -0.01217, -4.62514], [0.31855, -1.03251, -4.49753], [0.51723, -0.05460, -5.99582], [0.19267, -0.33364, 1.65741], [1.88212, 2.66611, -0.51167], [2.75272, 1.71680, 0.70584], [3.36001, 2.89682, -2.71531], [4.74266, 0.40400, -2.34304], [-2.42131, 4.16492, -6.42539], [-1.47905, 5.58390, -5.90355], [0.00927, 5.35033, -6.01593], [0.58644, 4.15270, -4.83311], [-1.76879, 5.82409, -4.88228], [-1.77186, 6.41318, -6.54749], [0.54410, 6.27914, -5.81671], [0.28512, 5.00377, -7.01035], [1.45155, 5.14750, 1.41674], [2.51646, 4.37379, 2.61770], [1.73756, 3.64697, 3.68910], [0.85182, 4.76790, 4.75757], [3.15828, 5.14356, 3.04316], [3.14255, 3.66561, 2.07506], [2.42078, 3.08031, 4.32206], [1.01745, 2.95256, 3.25724], [1.16084, 2.87645, 7.31244], [-0.31309, 1.93938, 7.65101], [-0.20956, 0.54241, 7.09176], [-0.21209, 0.55621, 5.31272], [-1.16062, 2.47781, 7.22992], [-0.43543, 1.90243, 8.73379], [-1.06250, -0.05420, 7.41299], [0.69640, 0.04635, 7.42370], [5.51053, 2.48798, -6.31517], [6.55987, 1.21754, -5.63707], [5.90017, -0.14209, -5.66686], [4.53402, -0.24930, -4.53317], [6.82893, 1.50823, -4.62308], [7.46689, 1.20061, -6.24143], [6.61791, -0.90685, -5.37028], [5.53236, -0.38590, -6.66199], [0.22052, -1.42227, 9.61092], [1.52258, -2.63032, 9.75623], [1.54031, -3.58952, 8.58843], [0.12624, -4.67196, 8.59061], [1.39310, -3.15382, 10.70152], [2.46197, -2.07933, 9.79601], [2.42507, -4.22270, 8.64644], [1.55975, -3.06092, 7.63696], [-5.74624, -3.26019, 2.85110], [-7.16336, -3.31893, 1.77777], [-7.68997, -4.72455, 1.60373], [-6.57028, -5.75114, 0.67444], [-6.88033, -2.87603, 0.82309], [-7.93032, -2.69146, 2.23164], [-8.62954, -4.69947, 1.05181], [-7.86942, -5.20425, 2.56407]],
  "forces_ev_per_a": [[0.5, 0.2, -0.8], [-0.8, -0.2, 0.1], [0.3, -0.4, 0.3], [0.3, -0.5, 1.1], [-0.6, 0.5, -1.5], [0.4, 0.0, 1.4], [-0.6, 0.8, -0.9], [-0.1, 0.3, -0.9], [0.1, -0.4, 0.4], [-0.4, 0.6, -0.9], [-0.4, -0.7, 0.9], [-0.1, -0.3, -0.3], [0.3, 0.2, -0.5], [0.7, 0.8, -0.4], [-1.0, -0.5, 1.0], [-1.0, -0.4, 0.7], [-0.3, -0.2, 1.3], [1.0, -0.8, -0.2], [-0.1, 0.2, -0.5], [0.3, -1.5, 0.3], [-1.2, 1.3, 0.4], [0.4, 1.1, -0.3], [0.2, -0.3, 0.4], [-0.6, -0.1, 0.3], [0.4, 0.4, 0.0], [0.8, 0.0, -0.7], [-0.3, 0.0, -0.5], [0.1, 0.4, -0.5], [0.1, 0.4, 0.3], [0.0, -0.1, -0.5], [0.0, 0.3, 0.6], [0.5, -0.2, 0.4], [-0.1, -0.5, -0.3], [0.2, 0.0, 0.8], [-0.3, 0.0, -0.5], [0.2, -0.1, 0.0], [0.2, 0.0, 0.1], [0.5, 0.5, -0.3], [0.4, -0.4, -0.1], [-0.3, -0.4, 0.2], [-0.2, -0.8, 0.6], [0.1, -0.6, 0.5], [-0.1, 0.5, 0.0], [0.1, -0.6, -0.2], [-0.4, 0.2, -0.4], [0.4, 0.4, -0.4], [0.2, 0.1, 0.4], [0.2, 0.7, -0.7], [0.1, -0.6, 0.0], [-0.2, -0.1, -0.5], [-0.3, 0.4, -0.1], [0.6, 0.0, 0.1], [0.0, 0.0, 0.0], [0.0, 0.2, 0.0], [0.1, 0.1, 0.0], [0.1, 0.5, -0.1], [0.0, -0.1, 0.0], [0.1, 0.0, 0.0], [-0.1, 0.0, 0.0], [-0.1, -0.1, 0.0], [0.0, 0.1, 0.0], [0.1, -0.1, 0.1], [0.0, -0.2, -0.1], [-0.1, 0.3, -0.3], [-0.1, 0.0, 0.0], [-0.1, 0.0, 0.0], [0.0, 0.1, 0.0], [0.0, 0.1, 0.0], [0.1, -0.1, 0.4], [-0.1, -0.1, 0.1], [-0.1, 0.1, -0.1], [0.0, 0.0, -0.1], [0.1, 0.0, -0.1], [0.1, -0.1, 0.0], [0.0, 0.1, 0.0], [0.0, 0.1, -0.1], [0.0, 0.0, 0.0], [0.2, -0.1, 0.0], [0.1, 0.0, 0.0], [0.0, -0.1, -0.2], [-0.1, 0.0, 0.0], [-0.1, 0.0, 0.0], [0.0, 0.1, 0.0], [-0.1, 0.1, 0.1], [0.0, -0.1, 0.3], [0.2, -0.1, 0.0], [0.1, 0.0, 0.0], [0.0, 0.0, 0.0], [-0.1, 0.0, -0.1], [0.0, 0.0, -0.1], [0.0, 0.0, 0.1], [-0.1, 0.0, 0.0], [-0.3, -0.2, 0.4], [-0.1, 0.1, 0.0], [-0.1, 0.1, 0.0], [0.0, 0.0, 0.0], [0.1, -0.1, 0.0], [0.0, -0.1, 0.0], [0.0, 0.1, 0.0], [0.1, 0.0, 0.0]]
}



Highest occupied orbital energy (eV)
-10.487 -4.165